Here is a single C14H20N2O3S2 molecule from the OMol25 dataset. Energies are from the ωB97M-V functional and the def2-TZVPD basis.

Calculated values
M   328.5 g/mol
E_tot   -45636.5888 eV
ΔE to the lowest compared entry with this formula, charge and spin   0.0722 eV
Structure (SMILES)   CCSc1ncccc1C(=O)N[C@@H](CCSC)C(=O)OC
Net charge   0
Largest force on an atom   0.515 eV/A
HOMO energy   -8.5020 eV

Element x y z (Å)
C (2.77, -4.05, 0.36)
C (2.97, -2.68, 0.97)
S (1.59, -1.55, 0.60)
C (0.37, -2.10, 1.75)
N (0.75, -3.06, 2.58)
C (-0.13, -3.55, 3.44)
C (-1.44, -3.12, 3.51)
C (-1.84, -2.12, 2.64)
C (-0.92, -1.57, 1.75)
C (-1.39, -0.51, 0.81)
O (-2.47, -0.58, 0.24)
N (-0.55, 0.55, 0.68)
C (-0.78, 1.59, -0.30)
C (-1.00, 2.95, 0.38)
C (-1.63, 3.96, -0.57)
S (-0.61, 4.25, -2.06)
C (-1.66, 3.51, -3.34)
C (0.48, 1.63, -1.18)
O (1.55, 1.98, -0.77)
O (0.25, 1.15, -2.39)
C (1.37, 1.10, -3.26)
H (3.63, -4.68, 0.56)
H (1.89, -4.52, 0.79)
H (2.63, -3.98, -0.72)
H (3.05, -2.73, 2.05)
H (3.85, -2.18, 0.55)
H (0.26, -4.32, 4.10)
H (-2.13, -3.56, 4.21)
H (-2.85, -1.75, 2.63)
H (0.34, 0.56, 1.15)
H (-1.65, 1.29, -0.89)
H (-1.67, 2.81, 1.23)
H (-0.04, 3.32, 0.74)
H (-1.73, 4.93, -0.07)
H (-2.61, 3.63, -0.91)
H (-1.73, 2.43, -3.18)
H (-2.64, 3.97, -3.32)
H (-1.18, 3.71, -4.29)
H (2.18, 0.53, -2.81)
H (1.72, 2.12, -3.46)
H (1.03, 0.63, -4.18)

---

Here is C14H20N9OPSSn as an isolated structure in a non-equilibrium geometry from the OMol25 dataset. Energies are from the ωB97M-V functional and the def2-TZVPD basis.

Calculated values
M   512.1 g/mol
E_tot   -56236.0033 eV
ΔE to the lowest compared entry with this formula, charge and spin   0.5290 eV
Net charge   +2
Largest force on an atom   3.131 eV/A
HOMO energy (spin up / spin down)   -15.4773 / -15.3268 eV

Element x y z (Å)
Sn (1.60, -0.02, -0.53)
N (2.45, -2.91, -3.07)
C (1.30, -2.97, -2.36)
N (0.39, -3.94, -2.39)
N (-0.52, -3.61, -1.54)
N (-0.26, -2.50, -0.97)
N (0.89, -2.03, -1.47)
C (3.36, -1.92, -2.86)
N (4.64, -1.91, -3.25)
N (5.13, -0.83, -2.77)
N (4.28, -0.14, -2.12)
N (3.13, -0.80, -2.13)
H (2.68, -3.66, -3.71)
C (1.47, -0.34, 4.30)
P (0.53, -0.04, 2.76)
C (-0.55, 1.38, 3.17)
C (-0.52, -1.48, 2.43)
C (-0.03, -2.77, 2.69)
C (-0.86, -3.86, 2.56)
C (-2.17, -3.69, 2.11)
C (-2.65, -2.42, 1.82)
C (-1.83, -1.32, 1.94)
H (0.75, -0.45, 5.12)
H (2.11, 0.51, 4.51)
H (2.09, -1.24, 4.25)
H (-1.20, 1.10, 4.00)
H (-1.14, 1.68, 2.31)
H (0.08, 2.22, 3.46)
H (0.99, -2.91, 3.02)
H (-0.50, -4.84, 2.82)
H (-2.79, -4.56, 1.94)
H (-3.67, -2.29, 1.50)
H (-2.21, -0.34, 1.69)
O (0.15, 1.83, -0.59)
S (-0.58, 3.18, -0.70)
C (0.11, 4.07, -2.13)
C (-1.07, 4.95, -2.51)
C (-2.30, 4.04, -2.59)
C (-2.09, 2.83, -1.67)
H (0.38, 3.34, -2.90)
H (1.00, 4.63, -1.84)
H (-0.90, 5.46, -3.45)
H (-1.21, 5.71, -1.74)
H (-2.45, 3.69, -3.61)
H (-3.19, 4.59, -2.30)
H (-1.87, 1.91, -2.21)
H (-2.92, 2.67, -0.99)

---

Here is C14H21Cl2GeNO4PtS as an isolated structure from the OMol25 dataset. Energies are from the ωB97M-V functional and the def2-TZVPD basis.

Calculated values
M   638.0 g/mol
E_tot   -120179.9449 eV
2S+1   3
ΔE to the lowest compared entry with this formula, charge and spin   0.1186 eV
Net charge   -2
Largest force on an atom   0.763 eV/A
HOMO energy (spin up / spin down)   -0.1465 / -1.1818 eV

Element x y z (Å)
Pt (0.49, -0.20, 0.46)
C (6.60, -0.09, 0.55)
C (5.13, 0.17, 0.71)
C (4.50, -0.23, 1.96)
C (3.24, 0.20, 2.27)
C (2.43, 0.88, 1.33)
C (2.92, 0.99, -0.12)
C (4.41, 0.79, -0.23)
S (1.25, 2.06, 1.94)
O (1.09, 3.08, 0.93)
O (1.67, 2.50, 3.26)
N (-0.14, 1.23, 2.03)
C (-0.28, 0.35, 3.20)
C (-1.22, -0.80, 2.83)
O (-1.97, -1.28, 3.68)
O (-1.11, -1.21, 1.62)
H (7.19, 0.46, 1.29)
H (6.94, 0.20, -0.45)
H (6.83, -1.15, 0.68)
H (5.10, -0.76, 2.70)
H (2.87, 0.07, 3.28)
H (2.64, 1.98, -0.49)
H (4.90, 1.15, -1.14)
H (-0.66, 0.89, 4.06)
H (0.67, -0.12, 3.50)
Cl (-4.46, 0.97, -0.56)
C (-2.75, 0.95, 0.00)
Cl (-1.68, 1.82, -1.09)
H (-2.42, -0.08, 0.09)
H (-2.70, 1.44, 0.97)
C (4.40, -2.49, -1.17)
Ge (2.51, -1.94, -0.93)
C (1.98, -3.11, 0.56)
C (1.64, -2.68, -2.54)
C (2.03, -0.03, -0.89)
H (4.41, -3.57, -1.36)
H (4.98, -2.29, -0.27)
H (4.88, -1.98, -2.01)
H (2.13, -4.15, 0.27)
H (0.94, -2.96, 0.85)
H (2.60, -2.89, 1.43)
H (1.65, -3.78, -2.51)
H (2.17, -2.36, -3.44)
H (0.61, -2.35, -2.61)
H (1.78, 0.29, -1.91)

---

Here is a 5-piece molecular cluster, C14H21Cl8NO2 overall in a non-equilibrium geometry from the OMol25 dataset. Energies are from the ωB97M-V functional and the def2-TZVPD basis.

Calculated values
M   519.0 g/mol
E_tot   -120621.3337 eV
ΔE to the lowest compared entry with this formula, charge and spin   0.0000 eV
Structure (SMILES)   O=[N+]([O-])c1ccccc1.ClCCCl.ClCCCl.ClCCCl.ClCCCl
Net charge   0
Largest force on an atom   1.394 eV/A
HOMO energy   -10.0190 eV

Element x y z (Å)
O (5.35, -1.34, 5.09)
N (4.58, -0.88, 4.27)
O (3.48, -0.44, 4.52)
C (4.93, -1.03, 2.85)
C (4.01, -0.70, 1.88)
C (4.38, -0.76, 0.55)
C (5.66, -1.17, 0.21)
C (6.55, -1.58, 1.19)
C (6.18, -1.49, 2.53)
H (3.02, -0.38, 2.17)
H (3.57, -0.52, -0.13)
H (5.95, -1.20, -0.83)
H (7.54, -1.95, 0.96)
H (6.86, -1.75, 3.33)
Cl (-3.06, 0.21, -2.00)
C (-1.56, 0.15, -1.06)
C (-0.55, -0.73, -1.76)
Cl (0.78, -1.04, -0.61)
H (-1.78, -0.28, -0.09)
H (-1.18, 1.17, -0.98)
H (-0.12, -0.27, -2.64)
H (-0.99, -1.70, -2.01)
Cl (2.33, 3.04, -5.16)
C (1.23, 2.31, -6.34)
C (-0.22, 2.57, -6.03)
Cl (-0.75, 1.71, -4.57)
H (1.43, 1.24, -6.34)
H (1.47, 2.68, -7.34)
H (-0.85, 2.23, -6.86)
H (-0.42, 3.63, -5.88)
Cl (-6.80, -0.79, -1.11)
C (-6.02, 0.31, 0.01)
C (-7.01, 0.99, 0.93)
Cl (-7.79, -0.16, 2.03)
H (-5.46, 1.05, -0.56)
H (-5.30, -0.24, 0.62)
H (-7.78, 1.51, 0.37)
H (-6.49, 1.72, 1.55)
Cl (-2.96, -1.80, 1.94)
C (-2.66, -0.75, 3.34)
C (-1.21, -0.73, 3.73)
Cl (-0.22, 0.13, 2.51)
H (-3.25, -1.16, 4.16)
H (-3.03, 0.24, 3.10)
H (-0.81, -1.74, 3.74)
H (-1.04, -0.28, 4.71)

---

Here is C14H21CoN2O2S4 as an isolated structure from the OMol25 dataset. Energies are from the ωB97M-V functional and the def2-TZVPD basis.

Calculated values
M   436.5 g/mol
E_tot   -102884.9281 eV
ΔE to the lowest compared entry with this formula, charge and spin   0.0000 eV
Net charge   +2
Largest force on an atom   0.618 eV/A
HOMO energy   -14.4363 eV

Element x y z (Å)
Co (0.29, 0.27, 0.52)
C (2.27, -0.06, 3.07)
C (3.20, -0.19, 1.87)
S (2.35, -0.69, 0.35)
C (2.01, -2.47, 0.65)
C (0.75, -2.77, 1.45)
S (-0.55, -1.86, 0.60)
C (-2.02, -1.80, 1.64)
C (-2.80, -0.59, 1.14)
S (-1.83, 0.95, 1.15)
C (-1.69, 1.28, 2.94)
C (-0.48, 0.63, 3.61)
S (0.92, 1.01, 2.54)
H (2.79, 0.41, 3.91)
H (1.88, -1.02, 3.41)
H (4.02, -0.88, 2.05)
H (3.64, 0.78, 1.62)
H (2.90, -2.89, 1.12)
H (1.93, -2.90, -0.35)
H (0.80, -2.46, 2.49)
H (0.54, -3.84, 1.42)
H (-1.76, -1.74, 2.69)
H (-2.60, -2.71, 1.48)
H (-3.71, -0.42, 1.72)
H (-3.11, -0.72, 0.10)
H (-2.62, 0.97, 3.41)
H (-1.63, 2.37, 3.02)
H (-0.57, -0.45, 3.71)
H (-0.30, 1.06, 4.60)
O (0.64, 2.03, 0.00)
N (0.47, 2.24, -1.27)
N (0.11, 1.24, -1.91)
O (0.00, 0.03, -1.31)
C (-0.20, 1.31, -3.32)
C (-0.08, 0.15, -4.07)
C (-0.36, 0.23, -5.43)
C (-0.76, 1.43, -5.99)
C (-0.88, 2.57, -5.21)
C (-0.60, 2.52, -3.85)
H (0.24, -0.77, -3.62)
H (-0.27, -0.66, -6.04)
H (-0.99, 1.48, -7.05)
H (-1.20, 3.51, -5.65)
H (-0.69, 3.40, -3.23)

---

Here is C14H21N2O3SSe2TeV as an isolated structure from the OMol25 dataset. Energies are from the ωB97M-V functional and the def2-TZVPD basis.

Calculated values
M   633.9 g/mol
E_tot   -198489.3559 eV
2S+1   3
Net charge   0
Largest force on an atom   0.503 eV/A
HOMO energy (spin up / spin down)   -6.6945 / -6.9759 eV

Element x y z (Å)
V (0.03, 0.37, 0.61)
O (4.18, 0.93, 4.31)
C (3.67, -0.30, 3.80)
C (2.55, 0.01, 2.80)
C (1.94, -1.35, 2.49)
O (1.26, -1.32, 1.22)
C (3.21, 0.62, 1.55)
Se (2.06, 1.58, 0.27)
C (1.55, 0.95, 3.50)
Se (-0.32, 0.96, 2.90)
H (4.92, 0.74, 4.90)
H (3.27, -0.91, 4.62)
H (4.46, -0.87, 3.30)
H (1.23, -1.63, 3.27)
H (2.72, -2.11, 2.42)
H (0.75, -2.13, 1.11)
H (3.75, -0.15, 1.01)
H (3.93, 1.37, 1.89)
H (1.89, 1.98, 3.38)
H (1.52, 0.72, 4.56)
N (-1.27, -1.31, 0.02)
C (-2.37, -0.92, 0.13)
N (-3.58, -0.51, 0.30)
C (-4.01, 0.07, 1.58)
C (-5.37, -0.50, 1.91)
O (-6.29, -0.29, 0.85)
C (-5.87, -0.91, -0.34)
C (-4.53, -0.36, -0.81)
H (-4.06, 1.16, 1.45)
H (-3.27, -0.16, 2.35)
H (-5.78, 0.00, 2.79)
H (-5.29, -1.58, 2.12)
H (-6.63, -0.72, -1.09)
H (-5.79, -2.00, -0.19)
H (-4.62, 0.71, -1.04)
H (-4.16, -0.88, -1.69)
Te (-1.39, 2.12, -0.92)
C (-0.64, 3.97, -0.29)
C (-0.47, 4.44, 0.98)
C (0.08, 5.75, 1.01)
C (0.32, 6.25, -0.23)
S (-0.12, 5.12, -1.44)
H (-0.71, 3.86, 1.86)
H (0.29, 6.29, 1.92)
H (0.73, 7.21, -0.50)